1.
12
Properties=species:S:1:pos:R:3 method="wB97M-V/def2-TZVPD" smiles=Cc1ccco1 energy_ev=-7328.9933 homo_lumo_gap_ev=9.575 e_homo_ha=-0.310 e_above_lowest_kcal_mol=6.7
C -0.81 -1.11 1.32
C -0.21 -0.28 0.26
C 1.03 -0.27 -0.34
C 1.02 0.86 -1.23
C -0.17 1.45 -1.08
O -0.96 0.73 -0.17
H -0.93 -0.48 2.23
H -0.12 -1.91 1.53
H -1.83 -1.44 1.03
H 1.85 -0.93 -0.10
H 1.85 1.17 -1.87
H -0.73 2.22 -1.58


2.
12
Properties=species:S:1:pos:R:3 method="wB97M-V/def2-TZVPD" energy_ev=-7323.4869 homo_lumo_gap_ev="6.947 / 6.949" e_homo_ha="-0.306 / -0.306" e_above_lowest_kcal_mol=133.7
C -1.24 -0.93 -0.18
C -0.14 0.06 -0.19
C -0.20 1.52 -0.01
O 0.96 1.44 0.76
C 1.21 -0.22 0.03
C 2.11 -1.12 0.01
H -0.86 -1.91 -0.44
H -2.05 -0.61 -0.85
H -1.67 -0.98 0.84
H -1.10 1.86 0.52
H -0.12 2.10 -0.95
H 3.10 -1.20 0.45


3.
12
Properties=species:S:1:pos:R:3 method="wB97M-V/def2-TZVPD" smiles=Cc1ccco1 energy_ev=-7328.9524 homo_lumo_gap_ev=9.632 e_homo_ha=-0.312 e_above_lowest_kcal_mol=7.7
C 0.27 -0.14 1.91
C 0.26 0.12 0.44
C 0.59 -0.71 -0.58
C -0.03 -0.19 -1.76
C -0.68 0.93 -1.39
O -0.48 1.17 -0.05
H 0.93 0.48 2.53
H 0.53 -1.19 2.06
H -0.76 0.00 2.27
H 1.14 -1.64 -0.50
H 0.04 -0.61 -2.75
H -1.30 1.61 -1.96


4.
12
Properties=species:S:1:pos:R:3 method="wB97M-V/def2-TZVPD" energy_ev=-7324.2411 homo_lumo_gap_ev=9.596 e_homo_ha=-0.333 e_above_lowest_kcal_mol=116.3
C -1.75 -0.08 -0.67
C -1.12 0.33 0.66
C 0.35 0.28 0.89
O 0.94 -0.16 -0.23
C 2.27 -0.24 -0.12
C 3.46 -0.32 -0.02
H -2.83 0.04 -0.63
H -1.53 -1.12 -0.91
H -1.38 0.54 -1.50
H -1.53 -0.25 1.50
H -1.38 1.37 0.93
H 4.51 -0.38 0.12


5.
12
Properties=species:S:1:pos:R:3 method="wB97M-V/def2-TZVPD" energy_ev=-7323.7891 homo_lumo_gap_ev="7.767 / 7.767" e_homo_ha="-0.296 / -0.296" e_above_lowest_kcal_mol=126.7
C 0.06 0.32 -1.40
C 0.03 -0.16 0.94
C 0.37 -1.53 1.19
O 0.46 -0.37 2.15
C -0.31 0.78 0.01
C -0.89 1.98 0.48
H 0.34 1.21 -1.97
H -0.72 -0.21 -1.94
H 0.95 -0.32 -1.34
H 1.31 -1.91 0.79
H -0.39 -2.24 1.50
H -1.24 2.51 -0.44


6.
12
Properties=species:S:1:pos:R:3 method="wB97M-V/def2-TZVPD" energy_ev=-7326.7287 homo_lumo_gap_ev=9.829 e_homo_ha=-0.334 e_above_lowest_kcal_mol=58.9
O -1.34 2.41 0.50
C -0.77 1.82 -0.30
C -1.15 -0.71 -0.75
C -0.51 -0.63 0.41
C 1.70 -0.19 -0.06
C 0.67 0.20 0.68
H -2.01 -1.35 -0.87
H -0.78 -0.21 -1.64
H -0.71 -1.30 1.25
H 1.50 -0.63 -1.04
H 2.70 -0.21 0.33
H 0.78 0.74 1.62


7.
12
Properties=species:S:1:pos:R:3 method="wB97M-V/def2-TZVPD" energy_ev=-7321.9196 homo_lumo_gap_ev=8.848 e_homo_ha=-0.322 e_above_lowest_kcal_mol=169.8
C -1.99 -0.46 0.81
C 0.42 -0.49 0.60
C 1.50 0.13 0.10
C 1.62 0.61 -1.25
C 1.66 1.24 -2.29
H -2.30 1.04 1.04
H -2.10 -1.28 2.09
H -2.78 -0.86 -0.05
H 0.40 -0.94 1.59
H 2.31 0.19 0.78
H 1.97 1.65 -3.25
O -0.71 -0.84 -0.17


8.
12
Properties=species:S:1:pos:R:3 method="wB97M-V/def2-TZVPD" energy_ev=-7324.8569 homo_lumo_gap_ev=7.794 e_homo_ha=-0.301 e_above_lowest_kcal_mol=102.1
C 0.79 0.29 -0.12
C 0.24 0.65 -1.52
C -1.20 0.22 -1.21
C -0.67 -0.16 0.07
C -1.12 -0.77 1.20
O -0.23 -0.96 2.15
H 1.13 1.15 0.48
H 0.59 -0.59 1.75
H 1.60 -0.46 -0.12
H 0.67 0.04 -2.32
H 0.33 1.71 -1.79
H -2.12 -1.13 1.44


9.
12
Properties=species:S:1:pos:R:3 method="wB97M-V/def2-TZVPD" energy_ev=-7323.0155 homo_lumo_gap_ev="8.049 / 8.652" e_homo_ha="-0.279 / -0.299" e_above_lowest_kcal_mol=144.6
C 0.89 -1.17 -2.10
C 0.03 -2.17 -1.85
C 0.24 -0.59 -0.88
C 0.18 0.99 0.12
C -0.68 0.97 1.28
O -0.58 -1.67 -0.61
H 1.52 -0.72 -2.92
H -0.26 -3.12 -2.33
H 1.00 1.70 -0.16
H -0.94 -0.04 1.43
H -1.54 1.66 1.16
H -0.28 1.34 2.20


10.
12
Properties=species:S:1:pos:R:3 method="wB97M-V/def2-TZVPD" energy_ev=-7323.6466 homo_lumo_gap_ev=9.196 e_homo_ha=-0.314 e_above_lowest_kcal_mol=130.0
O 0.54 1.11 -0.81
C 0.17 -0.24 0.14
C -0.94 -1.05 -0.43
C -1.16 -0.18 0.79
C 1.53 -0.50 0.52
C 1.95 0.54 -0.16
H 0.35 1.94 -0.32
H -1.37 -0.70 -1.37
H -0.87 -2.13 -0.32
H -1.75 0.72 0.65
H -1.23 -0.64 1.78
H 2.78 1.14 -0.49


11.
12
Properties=species:S:1:pos:R:3 method="wB97M-V/def2-TZVPD" energy_ev=-7325.6893 homo_lumo_gap_ev="7.618 / 8.137" e_homo_ha="-0.328 / -0.315" e_above_lowest_kcal_mol=82.9
O 2.64 -0.42 -0.13
C 1.41 -0.29 -0.08
C 0.53 -1.43 -0.10
C -1.64 0.24 0.10
C -0.63 1.15 0.20
C 0.71 0.96 -0.19
H -0.15 -1.70 0.70
H 0.73 -2.16 -0.88
H -1.60 -0.56 -0.63
H -2.52 0.32 0.74
H -0.84 2.09 0.69
H 1.35 1.81 -0.43


12.
12
Properties=species:S:1:pos:R:3 method="wB97M-V/def2-TZVPD" energy_ev=-7318.9073 homo_lumo_gap_ev="7.585 / 7.548" e_homo_ha="-0.340 / -0.338" e_above_lowest_kcal_mol=239.3
C -0.28 1.59 0.43
C 0.02 0.11 0.49
C -1.06 -0.87 0.33
O -1.64 -0.78 -1.57
C 1.19 -0.44 -0.16
C 1.60 -1.45 -0.67
H 0.60 2.06 0.89
H -0.42 1.96 -0.58
H -1.17 1.80 1.02
H 0.42 -0.13 1.48
H -1.77 -1.64 0.11
H 2.29 -2.12 -1.10